#one
The following is a DFT calculation (the ωB97M-V functional and the def2-TZVPD basis) of a 3-piece molecular cluster, C3H12O2S2 overall.

```
19
Properties=species:S:1:pos:R:3
C -1.588 1.438 -0.256
C -0.369 2.354 -0.158
S 1.180 1.338 -0.230
S 1.809 1.677 1.797
C 1.038 0.148 2.519
H -2.521 1.819 0.184
H -1.985 1.454 -1.276
H -1.372 0.489 0.224
H -0.223 2.976 0.724
H -0.300 3.083 -0.972
H 0.044 0.349 2.915
H 1.593 -0.079 3.440
H 1.149 -0.694 1.854
H -0.101 -1.649 -2.547
H -0.062 -0.300 -2.008
O -0.333 -1.175 -1.738
H 0.666 -5.165 -1.204
H 0.479 -3.632 -1.503
O 0.895 -4.433 -1.765
```

Calculated values
HOMO ... -8.951 eV
Orbital gap ... 9.2363 eV
Charge ... 0
Spin multiplicity ... 1

***

#two
The following is a DFT calculation (the ωB97M-V functional and the def2-TZVPD basis) of a 3-piece molecular cluster, C3H12O2S2 overall.

```
19
Properties=species:S:1:pos:R:3
C 3.526 0.642 1.864
C 2.375 -0.326 1.541
S 2.745 -1.374 0.076
S 1.670 -0.514 -1.418
C 0.092 -1.413 -1.395
H 3.995 1.029 0.952
H 4.318 0.223 2.475
H 3.128 1.475 2.458
H 2.206 -1.004 2.361
H 1.534 0.291 1.234
H -0.704 -0.689 -1.211
H -0.152 -1.932 -2.316
H 0.126 -2.126 -0.578
H -3.865 3.716 -0.696
H -2.350 3.591 -0.435
O -3.162 3.970 -0.093
H -5.808 -1.944 -2.040
H -4.796 -1.836 -0.912
O -4.877 -1.780 -1.868
```

Calculated values
HOMO ... -8.919 eV
Orbital gap ... 9.3391 eV
Charge ... 0
Spin multiplicity ... 1

***

Of them, #one has the lowest stability.

***

#one
The following is a DFT calculation (the ωB97M-V functional and the def2-TZVPD basis) of a 3-piece molecular cluster, C3H12O2S2 overall.

```
19
Properties=species:S:1:pos:R:3
C -0.185 -0.088 1.614
C -1.052 -0.308 2.841
C -1.017 -0.115 0.325
S 0.134 0.282 -1.038
S -0.739 -0.501 -2.743
H 0.387 0.848 1.625
H 0.521 -0.889 1.518
H -1.973 0.275 2.814
H -0.513 -0.002 3.745
H -1.272 -1.377 2.917
H -1.482 -1.086 0.181
H -1.765 0.672 0.317
H -1.753 -1.094 -2.127
H -3.867 3.486 -4.437
H -2.523 2.781 -4.223
O -3.048 3.256 -4.886
H 6.757 -1.890 1.273
H 6.308 -2.044 -0.135
O 7.081 -2.208 0.421
```

Calculated values
HOMO ... -8.238 eV
Orbital gap ... 8.6768 eV
Charge ... 0
Spin multiplicity ... 1

***

#two
The following is a DFT calculation (the ωB97M-V functional and the def2-TZVPD basis) of a 3-piece molecular cluster, C3H12O2S2 overall.

```
19
Properties=species:S:1:pos:R:3
C 0.879 -0.794 0.739
C -0.413 -1.484 1.210
C 1.114 -0.850 -0.733
S -0.162 -0.184 -1.796
S -1.135 1.439 -0.802
H 1.831 -1.047 1.247
H 0.663 0.194 1.158
H -0.588 -2.352 0.566
H -0.354 -1.904 2.217
H -1.285 -0.835 1.187
H 1.315 -1.880 -1.064
H 2.165 -0.537 -0.880
H -2.199 0.788 -0.338
H 0.626 2.208 4.145
H 0.959 0.894 3.298
O 1.292 1.656 3.756
H -1.957 2.226 -4.494
H -1.552 0.783 -4.772
O -1.198 1.676 -4.646
```

Calculated values
HOMO ... -9.056 eV
Orbital gap ... 9.3019 eV
Charge ... 0
Spin multiplicity ... 1

***

#three
The following is a DFT calculation (the ωB97M-V functional and the def2-TZVPD basis) of a 3-piece molecular cluster, C3H12O2S2 overall.

```
19
Properties=species:S:1:pos:R:3
C 0.450 -2.541 -1.436
C 0.978 -1.440 -0.449
S -0.476 -0.420 0.146
S -0.149 -0.324 2.137
C 0.847 1.169 2.390
H 0.413 -3.449 -0.832
H -0.551 -2.370 -1.796
H 1.129 -2.651 -2.276
H 1.520 -0.703 -1.038
H 1.259 -1.946 0.459
H 1.881 1.075 2.085
H 0.683 1.361 3.430
H 0.443 2.001 1.819
H -2.729 1.765 -2.815
H -1.979 0.572 -2.147
O -1.956 1.521 -2.297
H 0.121 2.033 -1.303
H 1.248 2.901 -1.824
O 1.023 1.982 -1.643
```

Calculated values
HOMO ... -8.814 eV
Orbital gap ... 9.4158 eV
Charge ... 0
Spin multiplicity ... 1

***

Of them, #two has the lowest stability.